No. 1
13
Properties=species:S:1:pos:R:3 method="wB97M-V/def2-TZVPD" e_above_lowest_ev=4.974 total_energy_ev=-6783.53870 lumo_energy_ev="0.45 / 0.44"
C -0.14 0.49 1.03
C -0.47 1.51 0.13
N -0.46 -0.79 0.53
H 0.07 0.61 2.08
H -0.90 1.38 -2.03
H 1.26 -2.00 0.03
C -0.48 -0.50 -0.89
H -0.82 -1.30 -1.55
H -0.42 2.58 0.33
H 0.80 -0.46 -0.93
C 1.01 -1.10 0.60
C -0.75 0.89 -1.07
H 1.40 -1.18 1.62

***

No. 2
14
Properties=species:S:1:pos:R:3 method="wB97M-V/def2-TZVPD" e_above_lowest_ev=1.042 total_energy_ev=-7361.21351 lumo_energy_ev=1.04
C 0.04 0.47 1.05
H 0.14 -1.40 1.97
H -0.28 2.41 0.19
H 1.91 1.59 -0.75
O 0.83 0.73 -2.22
H 0.40 0.95 1.96
C -0.22 1.37 -0.14
C -0.54 -1.72 -0.11
C 0.93 1.23 -1.12
H -1.15 1.12 -0.65
H -1.45 -2.27 0.15
C -0.09 -0.86 1.04
H 0.22 -2.47 -0.35
H -0.73 -1.14 -1.01

***

No. 3
58
Properties=species:S:1:pos:R:3 method="wB97M-V/def2-TZVPD" multiplicity=2 e_above_lowest_ev=0.000 total_energy_ev=-88309.53998 charge=+2 lumo_energy_ev="-8.81 / -8.15" s2=0.793
H 2.15 -2.31 3.35
N 0.46 2.13 -1.12
N 0.71 -3.14 -1.39
H 1.91 -2.41 1.61
C -1.52 -0.04 -1.69
F -1.59 -1.34 -2.04
N 0.01 0.22 1.42
C 1.63 -2.31 -1.91
C 1.24 2.51 -2.17
C 0.44 1.01 2.51
V 0.18 0.28 -0.50
H 0.65 0.93 4.53
H -2.42 -2.71 2.20
F -2.74 0.34 -3.67
O 0.85 2.12 2.32
O 1.01 6.38 -3.48
C 1.69 -2.91 2.56
C 0.45 -4.33 -1.97
H 0.17 -2.83 -0.57
C -0.11 -0.91 3.99
C 2.10 -3.80 -3.55
F -2.50 0.24 -0.81
C -0.12 4.40 -0.72
H -2.20 -2.56 3.94
H 0.74 8.15 -1.71
C -2.11 -2.03 3.00
H -0.82 2.72 0.41
O -0.13 -1.33 5.10
N 2.32 -2.62 -2.97
N 0.35 0.39 3.72
H 2.20 -3.87 2.55
C -1.71 0.78 -2.99
H -4.01 -1.04 3.17
F -0.59 0.65 -3.72
H -2.92 -0.24 2.05
H 1.96 4.12 -3.38
H 0.97 -5.65 -3.56
H -2.68 -0.09 3.80
F -1.89 2.07 -2.70
C -2.97 -0.77 3.00
O -0.62 -1.56 0.38
H 2.69 -4.01 -4.44
H -0.32 -4.94 -1.50
C 0.68 4.79 -1.79
H 0.02 -3.56 3.75
S 2.04 -0.76 -1.15
H -0.69 5.12 -0.15
C 1.36 3.82 -2.53
C 1.15 -4.70 -3.08
C 0.20 -3.09 2.79
H -0.25 -3.73 2.03
C -0.41 -1.05 1.52
H 0.65 7.04 -0.40
H 1.75 1.72 -2.70
C 0.79 6.22 -2.30
C -0.21 3.07 -0.42
C -0.59 -1.76 2.81
N 0.62 7.20 -1.39

***

No. 4
18
Properties=species:S:1:pos:R:3 method="wB97M-V/def2-TZVPD" e_above_lowest_ev=3.207 total_energy_ev=-7319.82211 lumo_energy_ev=0.98 smiles="C=NC.CNC"
C -1.58 -1.33 -0.66
C 2.27 -0.20 1.19
H 3.33 0.17 0.93
H -2.22 -1.09 -1.57
H -1.92 -2.21 -0.21
H -0.83 1.66 1.05
H -0.45 -1.55 -1.10
H 0.74 0.58 -1.44
H 2.23 1.35 -0.74
C 1.67 0.35 -0.93
C -1.70 1.19 0.52
H -2.65 1.54 0.81
N -1.70 -0.33 0.46
H 2.22 -0.25 -1.61
H 1.90 -0.45 2.22
N 1.40 -0.37 0.27
H -1.13 -0.64 1.31
H -1.57 1.57 -0.52

***

Copy entry 4 word for word.
18
Properties=species:S:1:pos:R:3 method="wB97M-V/def2-TZVPD" e_above_lowest_ev=3.207 total_energy_ev=-7319.82211 lumo_energy_ev=0.98 smiles="C=NC.CNC"
C -1.58 -1.33 -0.66
C 2.27 -0.20 1.19
H 3.33 0.17 0.93
H -2.22 -1.09 -1.57
H -1.92 -2.21 -0.21
H -0.83 1.66 1.05
H -0.45 -1.55 -1.10
H 0.74 0.58 -1.44
H 2.23 1.35 -0.74
C 1.67 0.35 -0.93
C -1.70 1.19 0.52
H -2.65 1.54 0.81
N -1.70 -0.33 0.46
H 2.22 -0.25 -1.61
H 1.90 -0.45 2.22
N 1.40 -0.37 0.27
H -1.13 -0.64 1.31
H -1.57 1.57 -0.52